Entry from the Open Molecules 2025 dataset: a structure of composition C16H34AgO6 in a non-equilibrium geometry (wB97M-V/def2-TZVPD).

Geometry as ORCA input:
```
! RIJCOSX wB97M-V def2-TZVPD def2/J DEFGRID3
* xyz -1 3
Ag -0.32295 -0.09276 0.03539
C -0.96074 -0.91474 -4.22674
C -1.30011 -0.28813 -2.94652
O -0.19475 0.22617 -2.23121
H -0.43101 -1.86676 -4.19265
H -0.18788 -0.43484 -4.82715
H -1.88873 -0.99573 -4.79276
H -1.79492 -1.01510 -2.30248
H -2.05545 0.48336 -3.09606
C -4.58831 0.21462 1.67369
C -3.48415 -0.09240 0.64464
O -2.29371 -0.64224 1.08915
H -4.21900 0.91359 2.42411
H -4.78613 -0.70367 2.22658
H -5.50426 0.66506 1.29129
H -3.31624 0.83634 0.09936
H -4.02379 -0.77336 -0.01354
C -0.78510 3.91625 -1.49496
C -0.51085 3.34705 -0.14763
O -0.20796 2.15799 0.03951
C -0.62016 4.10732 1.14912
H -1.01787 3.01116 -2.05597
H 0.07806 4.42033 -1.92965
H -1.60524 4.63157 -1.43344
H 0.13338 3.96526 1.92378
H -1.60865 3.85815 1.53500
H -0.57240 5.18746 1.01089
C 4.54901 -1.25954 0.49229
C 3.27387 -0.91684 -0.34303
O 2.19300 -0.67434 0.19649
C 3.44002 -1.04038 -1.83688
H 5.05132 -0.36952 0.87131
H 5.30574 -1.70120 -0.15608
H 4.32826 -1.99862 1.26244
H 4.32223 -0.58490 -2.28669
H 2.63563 -0.45162 -2.27779
H 3.33400 -2.10520 -2.04431
C -0.19269 1.77617 4.00430
C 0.85853 1.44006 2.99828
O 0.66806 0.45468 2.27879
C 2.05378 2.36504 2.84815
H -0.47297 2.82105 3.87102
H 0.11749 1.69278 5.04592
H -1.13124 1.24538 3.84473
H 1.75716 3.17591 2.18286
H 3.02997 2.01927 2.50815
H 2.34131 2.90059 3.75292
C 0.64625 -3.95004 -1.81961
C 0.07756 -3.71175 -0.44353
O -0.01865 -2.54770 -0.07927
C -0.47567 -4.86038 0.46204
H 1.30587 -4.81714 -1.78619
H 1.10145 -3.05710 -2.24805
H -0.08650 -4.26340 -2.56324
H 0.25195 -5.54963 0.89055
H -0.93921 -5.53074 -0.26173
H -1.25663 -4.62281 1.18439
*
```

E_HOMO (spin up / spin down)	0.0105 / -0.1252	hartree
⟨S²⟩	2.013
E	-1228.19686	a.u.
LUMO level (spin up / spin down)	2.56 / 2.06	eV
Kohn-Sham gap (spin up / spin down)	2.3 / 5.5	eV
molar mass	430.31	g mol⁻¹

---

Entry from the Open Molecules 2025 dataset: a structure of composition C16H34AlB2BeBr3ClF8MgNO8Si in a non-equilibrium geometry (wB97M-V/def2-TZVPD).

Geometry as ORCA input:
```
! RIJCOSX wB97M-V def2-TZVPD def2/J DEFGRID3
* xyz 0 1
C -2.54700 -3.35565 0.44623
C -2.04812 -2.19182 -0.62582
C -0.41043 -2.06099 -0.52414
Si 0.19252 -0.64678 0.66913
C 2.15263 -0.69112 0.55641
C 2.77690 0.57289 -0.28637
C 4.39274 0.66061 0.13190
F 2.12903 1.86897 0.04718
B -0.25640 -0.93344 2.52527
O 0.65326 -1.84057 3.30326
N -1.41449 -0.31680 3.28740
C -1.98185 0.91115 2.61050
C -2.47474 -1.32671 3.66668
H -2.81785 -4.37561 -0.09827
H -1.68440 -3.59662 1.23375
H -3.51791 -2.99862 1.03852
H -2.38243 -2.59742 -1.69767
H -2.52943 -1.14176 -0.43875
H -0.02162 -3.13328 -0.17193
H -0.03073 -1.89168 -1.64310
H -0.19516 0.68772 0.20093
H 2.51305 -1.73593 0.10473
H 2.52959 -0.58749 1.66032
H 2.67818 0.30994 -1.44548
H 4.94231 -0.19834 -0.45182
H 4.84517 1.72876 -0.03279
H 4.49536 0.39418 1.28287
H 0.49347 -2.75159 2.91062
H -2.80517 1.34731 3.35617
H -1.16195 1.77229 2.53672
H -2.54061 0.71099 1.60114
H -3.06828 -1.62354 2.68716
H -3.19111 -0.94043 4.53490
H -1.90046 -2.25974 4.14050
C 3.72708 4.12248 -1.98484
O 3.43820 3.05049 -2.49376
O 2.96240 5.08765 -1.87355
O 4.82908 4.40819 -1.50234
Be -0.38465 1.85589 4.54497
Mg 3.83167 5.94304 0.01759
C -1.92930 3.05050 -1.93689
Br -0.06487 2.96791 -2.48568
Br -2.98925 1.64258 -2.76053
Br -2.11434 3.05718 -0.00043
H -2.32736 4.00400 -2.29940
C -6.31141 -1.59363 2.73766
C -6.77626 -2.87947 2.03126
O -5.96049 -3.07374 1.00773
H -6.36136 -0.72053 2.07478
H -6.95924 -1.38815 3.59777
H -5.28477 -1.68133 3.11521
H -7.84699 -2.72454 1.82615
H -6.81623 -3.64446 2.82239
C 5.94707 1.11367 -3.45020
C 5.95470 0.58503 -4.87066
O 7.24991 0.56104 -5.46093
C 8.16284 -0.52039 -5.12394
O 7.57762 -1.70165 -5.29600
C 8.85005 -0.35373 -3.71122
F 9.12628 0.95806 -3.45450
F 10.05651 -0.99102 -3.66336
F 8.12999 -0.80842 -2.65755
H 6.62529 1.96495 -3.33869
H 4.93671 1.42348 -3.16389
H 6.25294 0.34372 -2.74099
H 5.37233 1.28398 -5.48149
H 5.43877 -0.37826 -4.94583
H 9.00233 -0.28712 -5.79580
B -9.96530 -1.14721 4.09150
F -11.33672 -0.76963 3.79077
F -9.06653 -0.08543 3.66901
F -9.82425 -1.36084 5.52262
F -9.63382 -2.37307 3.38353
Al -0.86018 -0.25442 -2.11998
Cl -10.49436 1.10330 3.38867
O 0.23638 6.63183 -1.09047
H -0.21454 5.80914 -1.03484
*
```

E_HOMO	-0.2556	hartree
E	-11063.56785	a.u.
LUMO level	-5.94	eV
Kohn-Sham gap	1.0	eV
molar mass	905.61	g mol⁻¹

---

Entry from the Open Molecules 2025 dataset: a cluster of 3 separate species, C16H34B2BrO8S2 in total in a non-equilibrium geometry (wB97M-V/def2-TZVPD).

Geometry as ORCA input:
```
! RIJCOSX wB97M-V def2-TZVPD def2/J DEFGRID3
* xyz -1 1
C 0.04773 -0.79509 3.97915
C -1.11127 -0.89404 2.82285
B -1.01457 -2.28546 1.90329
O -0.35290 -3.44576 2.53191
B -1.65655 -2.39984 0.38633
O -2.54771 -3.57855 0.35392
C -2.01393 -4.54983 -0.62383
Br -0.81716 -5.98623 0.14463
C -1.34269 -3.50384 -1.73853
C -0.33288 -4.17323 -2.85247
C 1.05348 -3.32096 -3.11151
C 2.14419 -3.41282 -1.88015
O 3.09961 -2.29438 -2.03023
C 2.52166 -1.01372 -1.59229
O -0.75894 -2.55288 -0.77976
H -0.14172 0.19919 4.61026
H 0.01767 -1.76049 4.66566
H 1.14663 -0.71436 3.56990
H -1.07754 0.07874 2.17333
H -2.15425 -0.93757 3.35362
H -1.03160 -4.16793 2.76388
H -2.31407 -1.42352 0.32234
H -2.83759 -5.13706 -1.25366
H -2.14970 -2.97259 -2.40680
H -0.92770 -4.14271 -3.88703
H -0.14266 -5.33325 -2.65211
H 0.75136 -2.21639 -3.39051
H 1.58080 -3.84284 -4.04690
H 2.77316 -4.40773 -2.07981
H 1.66994 -3.50778 -0.81343
H 1.72628 -0.55526 -2.32351
H 2.05623 -1.02872 -0.51611
H 3.42290 -0.23385 -1.54219
C 2.11791 3.07024 -6.44159
C 1.64791 1.61640 -6.44726
C 2.57608 0.83072 -5.52245
S 3.17182 1.99523 -4.30561
O 4.59862 2.16125 -4.48676
O 2.58478 1.68181 -3.01813
C 2.34714 3.42390 -4.97970
H 1.38453 3.73597 -6.90590
H 3.05708 3.15735 -7.00090
H 0.61969 1.56405 -6.06917
H 1.64786 1.19504 -7.45739
H 2.04775 0.01734 -5.01867
H 3.43962 0.43503 -6.06412
H 2.96718 4.31175 -4.84459
H 1.39739 3.54307 -4.44977
C -3.06900 2.82972 6.68824
C -2.06870 3.88303 7.16211
C -1.07676 4.11823 6.02422
S -1.95525 3.75310 4.51207
O -1.35025 2.59035 3.89716
O -2.18353 4.98515 3.78379
C -3.48055 3.25309 5.28606
H -3.93221 2.75971 7.35652
H -2.58380 1.84685 6.65669
H -2.60022 4.81573 7.38684
H -1.55417 3.57026 8.07608
H -0.72915 5.15416 6.00127
H -0.22191 3.43975 6.09182
H -3.94419 2.44834 4.71300
H -4.14188 4.12418 5.31589
*
```

E_HOMO	-0.1224	hartree
E	-4651.98625	a.u.
LUMO level	2.19	eV
Kohn-Sham gap	5.5	eV
molar mass	520.10	g mol⁻¹

---

Entry from the Open Molecules 2025 dataset: a cluster of 8 separate species, C16H34Cl14OS in total in a non-equilibrium geometry (wB97M-V/def2-TZVPD).

Geometry as ORCA input:
```
! RIJCOSX wB97M-V def2-TZVPD def2/J DEFGRID3
* xyz 0 1
C -4.60559 -0.24285 0.52391
S -3.22439 0.62525 -0.28144
O -2.07235 -0.21206 0.03391
C -3.70753 0.14064 -2.05439
H -4.53896 -0.08627 1.59515
H -4.47497 -1.34006 0.37888
H -5.67200 -0.05763 0.30265
H -3.09343 0.67308 -2.73746
H -4.78337 0.47179 -2.09347
H -3.56873 -0.94540 -2.10731
Cl 3.63213 2.48353 2.42783
C 3.29109 0.96176 3.25777
C 3.36429 1.11809 4.75703
Cl 2.20695 2.24304 5.43749
H 3.89055 0.13113 2.84371
H 2.24975 0.71626 2.97369
H 4.40270 1.40580 5.06714
H 3.19676 0.14930 5.23572
Cl 0.54240 -3.84430 1.50744
C -1.24572 -3.56979 1.40899
C -1.82244 -2.69164 2.50833
Cl -1.61660 -3.54301 4.08870
H -1.73804 -4.54056 1.41817
H -1.49361 -3.12583 0.41411
H -2.90087 -2.58351 2.38184
H -1.38443 -1.73742 2.74254
Cl 0.74463 -2.66298 -4.14031
C -0.86808 -3.33402 -3.87344
C -1.11753 -3.21544 -2.36176
Cl -2.67922 -4.07498 -1.90322
H -0.72281 -4.39235 -4.17429
H -1.61660 -2.82645 -4.45250
H -1.23253 -2.20532 -1.89980
H -0.27613 -3.66482 -1.78380
Cl 3.61711 -5.32864 0.54868
C 3.66084 -3.65870 -0.14302
C 4.21701 -2.63396 0.84964
Cl 5.75899 -3.16209 1.62857
H 2.63077 -3.34000 -0.37067
H 4.20477 -3.68785 -1.08861
H 3.46930 -2.47500 1.66518
H 4.37651 -1.64885 0.35445
Cl -0.01992 6.15536 0.86241
C 0.13868 4.95001 2.21085
C 0.15515 3.58573 1.66113
Cl -1.37713 3.13549 0.89718
H -0.67405 5.06353 2.89218
H 1.00996 4.97684 2.84883
H 0.33920 2.79115 2.33820
H 0.89836 3.52155 0.86620
Cl 0.19197 5.48577 -4.57447
C 0.29770 4.55887 -3.02831
C -1.02185 4.38494 -2.36351
Cl -2.12007 3.28435 -3.18013
H 1.04426 5.07210 -2.46277
H 0.73716 3.60169 -3.40974
H -1.60315 5.28504 -2.29309
H -0.99943 4.04890 -1.31723
Cl 1.35593 0.48959 0.24026
C 0.66036 -0.54307 -1.06304
C 0.18902 0.28834 -2.17808
Cl 1.56170 1.06649 -3.02150
H -0.22780 -0.97953 -0.62651
H 1.39700 -1.21634 -1.41841
H -0.57262 1.01499 -1.80329
H -0.36109 -0.30970 -2.96322
*
```

E_HOMO	-0.3609	hartree
E	-7546.12019	a.u.
LUMO level	0.15	eV
Kohn-Sham gap	10.0	eV
molar mass	770.86	g mol⁻¹